--- one ---
This record from the OMol25 dataset describes a structure of composition C2H4O2S. The level of theory is wB97M-V/def2-TZVPD.

```
! RIJCOSX wB97M-V def2-TZVPD def2/J DEFGRID3
* xyz 0 1
S -0.30 0.60 0.12
O -2.63 0.52 -0.99
O -1.32 -1.38 -1.22
C 1.87 0.56 1.10
C -1.67 -0.17 -0.81
H -1.90 -1.96 -1.67
H 1.79 0.35 2.14
H 1.63 1.62 0.75
H 2.54 -0.13 0.59
*
```

Properties
HOMO-LUMO gap (spin up / spin down) in hartree: 0.289 / 0.289
E_LUMO (spin up / spin down) in eV: -1.29 / -1.28

=====

--- two ---
This record from the OMol25 dataset describes an isolated molecule of C2H4O2S. The level of theory is wB97M-V/def2-TZVPD.

```
! RIJCOSX wB97M-V def2-TZVPD def2/J DEFGRID3
* xyz 0 1
S -1.22 1.24 0.32
O 0.41 -1.22 1.01
O 1.72 -1.16 -0.79
C 0.76 -0.76 -0.20
C -0.18 0.30 -0.82
H -0.38 -0.76 1.29
H -0.26 2.02 0.84
H 0.41 0.96 -1.47
H -0.89 -0.24 -1.50
*
```

Properties
Structure (SMILES): O=C(O)CS
HOMO-LUMO gap in hartree: 0.386
E_LUMO in eV: 0.49

=====

--- three ---
This record from the OMol25 dataset describes a cluster of 2 separate species, C2H4O2S in total. The level of theory is wB97M-V/def2-TZVPD.

```
! RIJCOSX wB97M-V def2-TZVPD def2/J DEFGRID3
* xyz 0 1
S -3.26 0.74 1.22
O 0.22 1.45 0.68
O -3.05 0.70 2.70
C -0.63 1.01 -0.17
C -0.23 -0.13 -0.99
H -0.11 -0.91 -0.30
H 1.19 0.97 0.76
H 0.81 0.08 -1.45
H -1.13 -0.29 -1.63
*
```

Properties
HOMO-LUMO gap (spin up / spin down) in hartree: 0.269 / 0.262
E_LUMO (spin up / spin down) in eV: -0.98 / -0.88

=====

--- four ---
This record from the OMol25 dataset describes a structure of composition C2H4O2S. The level of theory is wB97M-V/def2-TZVPD.

```
! RIJCOSX wB97M-V def2-TZVPD def2/J DEFGRID3
* xyz 0 1
S 1.01 -1.97 -0.52
O 0.97 -2.13 -1.96
O 1.95 -0.64 -0.10
C -0.33 -0.75 -0.07
C 0.74 0.32 0.03
H 0.84 0.86 0.96
H -0.80 -0.99 0.87
H 0.77 1.00 -0.83
H -1.06 -0.60 -0.86
*
```

Properties
HOMO-LUMO gap in hartree: 0.376
E_LUMO in eV: 0.66

=====

Stability ranking, top entry: two; the second entry is 0.0716 hartree less favorable.

=====

--- one ---
This record from the OMol25 dataset describes a cluster of 14 separate species, C28H84O14 in total. The level of theory is wB97M-V/def2-TZVPD.

```
! RIJCOSX wB97M-V def2-TZVPD def2/J DEFGRID3
* xyz 0 1
O -0.27 1.44 0.84
O -5.63 6.34 -0.01
O 1.92 7.64 2.98
O -6.54 1.33 1.42
O 2.57 -6.84 -0.81
O -4.58 2.22 6.02
O -4.33 -4.33 3.33
O 5.10 -6.77 3.57
O -5.06 -0.73 -3.40
O 4.04 -0.32 -6.46
O 1.31 -4.22 -6.60
O 0.56 3.67 -7.06
O 7.86 1.29 0.52
O 3.81 2.68 3.57
C 9.31 -0.72 0.40
C 3.87 -5.36 4.90
C -3.30 -4.99 3.95
C -0.05 -3.96 -6.28
C -7.47 0.59 2.18
C -6.02 1.26 7.66
C -0.14 0.04 0.57
C 8.22 0.04 1.15
C -0.15 3.75 -5.81
C 4.42 -6.60 -2.38
C 0.60 7.17 2.93
C 4.26 2.10 4.81
C -5.02 6.31 -2.40
C -6.02 -0.23 -4.37
C -4.61 1.25 7.07
C -8.56 1.65 2.68
C -6.86 -1.32 -5.01
C -0.61 -3.35 -7.55
C -0.49 8.04 3.58
C -4.57 6.45 -0.90
C 5.07 -6.21 4.80
C 5.98 -0.55 -7.90
C 0.77 4.14 -4.70
C 3.22 -7.48 -1.88
C 0.94 -0.14 -0.49
C 5.23 3.08 5.46
C 5.43 -0.48 -6.46
C -3.56 -5.26 5.39
H 4.07 -5.58 -2.53
H 2.51 -7.56 -2.70
H -5.68 5.40 0.17
H 5.57 -1.36 -8.50
H 0.48 6.96 1.86
H -0.65 2.79 -5.66
H 1.89 0.32 -0.22
H -2.46 -4.30 3.87
H 5.76 0.40 -8.37
H 3.96 -4.85 5.86
H 7.29 -0.53 1.19
H -6.20 -1.87 -5.69
H -5.01 7.26 -2.93
H -8.12 -0.14 1.70
H -0.20 8.33 4.59
H 1.34 3.24 -4.50
H -5.13 1.89 5.31
H 3.24 -6.84 -0.13
H -6.53 0.75 0.65
H -1.15 1.54 1.21
H -5.96 5.79 -2.60
H -0.19 -3.76 -8.47
H 2.98 -5.96 5.07
H 2.49 6.96 2.61
H -3.77 5.83 -0.48
H 6.01 -5.67 4.92
H 3.88 0.52 -6.89
H 0.24 4.33 -3.77
H -8.28 2.51 3.29
H -7.72 -0.84 -5.48
H 2.89 2.53 3.34
H -9.09 2.00 1.79
H 10.22 -0.12 0.49
H 5.91 0.28 -5.85
H 5.19 -6.58 -1.61
H -4.26 -4.42 2.38
H -0.15 -3.32 -5.40
H -7.26 -1.98 -4.23
H -3.80 1.52 7.76
H 5.36 2.69 6.48
H 8.62 0.09 2.16
H -0.71 -4.82 -6.17
H -9.45 1.31 3.20
H 7.06 -0.72 -7.97
H 5.87 -7.34 3.51
H -6.20 0.42 8.33
H 5.63 -1.45 -6.00
H -2.57 -5.48 5.79
H 6.10 3.19 4.82
H -4.30 5.59 -2.78
H 0.56 6.18 3.38
H 4.82 -7.01 -3.31
H -6.99 0.09 3.02
H 1.27 -1.17 -0.53
H -6.78 1.21 6.89
H -1.70 -3.40 -7.62
H -4.46 -1.33 -3.85
H 5.08 -6.94 5.61
H 7.17 1.68 1.07
H -6.15 2.19 8.22
H -3.95 -4.36 5.87
H 4.83 4.09 5.48
H 3.79 -4.67 4.06
H 0.20 -0.46 1.47
H 3.45 1.84 5.49
H -4.34 0.29 6.64
H -0.94 4.50 -5.85
H -0.52 8.94 2.97
H -0.12 3.35 -7.66
H 1.63 -3.33 -6.75
H 1.41 4.97 -5.01
H -5.51 0.54 -4.95
H -1.11 -0.39 0.32
H 4.84 1.18 4.70
H -4.30 -6.04 5.56
H -0.25 -2.32 -7.55
H 9.18 -0.89 -0.66
H 3.57 -8.45 -1.52
H 0.64 0.06 -1.52
H 9.38 -1.65 0.96
H -2.72 -5.73 3.39
H -1.45 7.54 3.70
H -4.18 7.47 -0.83
H -6.75 0.40 -3.86
*
```

Properties
HOMO-LUMO gap in hartree: 0.358
E_LUMO in eV: -0.06

=====

--- two ---
This record from the OMol25 dataset describes a cluster of 14 separate species, C28H84O14 in total. The level of theory is wB97M-V/def2-TZVPD.

```
! RIJCOSX wB97M-V def2-TZVPD def2/J DEFGRID3
* xyz 0 1
O -6.20 0.97 3.83
O 0.86 -4.30 2.81
O -2.39 1.56 5.59
O -6.48 4.94 -1.23
O 5.05 1.50 -5.19
O -4.15 -2.12 -3.33
O 0.63 -7.51 -3.11
O -0.57 -3.97 -5.71
O -3.91 7.93 1.19
O 4.67 1.53 8.70
O -0.03 -0.07 1.36
O 5.32 -4.61 1.64
O 4.07 4.98 0.67
O 1.78 4.38 -3.26
C 5.95 -3.41 1.23
C 0.43 -0.31 -0.99
C -4.50 -4.10 -1.97
C -0.30 -6.28 3.42
C 5.69 -3.30 -0.28
C 5.68 -0.76 -6.02
C -0.42 0.38 0.06
C -0.15 -3.57 -6.99
C 4.47 2.70 1.27
C 0.15 4.58 -5.00
C 1.51 -7.33 -2.00
C -6.43 -0.02 2.87
C -3.00 1.21 7.91
C -5.42 4.57 -3.39
C -1.79 6.94 1.72
C 3.66 2.25 8.02
C -0.43 -4.87 2.96
C -2.56 8.27 1.34
C -5.71 4.04 -2.00
C -5.66 -1.27 3.19
C 2.92 -7.83 -2.24
C 3.73 1.93 6.53
C -2.19 0.72 6.70
C 4.54 0.22 -5.69
C 4.96 4.16 1.41
C 0.46 4.91 -3.56
C 0.98 -4.44 -7.46
C -5.18 -2.85 -2.57
H -5.12 -4.58 -1.22
H -6.32 4.72 -3.99
H -0.36 4.56 -2.93
H -1.50 0.35 -0.07
H 1.50 -0.26 -0.78
H 6.26 -0.36 -6.85
H -5.54 -2.23 -1.75
H 1.06 -7.76 -1.10
H 6.34 -0.86 -5.16
H -1.11 0.68 6.89
H 4.43 -4.35 1.91
H 3.92 -0.33 -4.98
H 5.02 4.40 2.48
H 3.80 0.86 6.38
H -0.74 7.18 1.92
H -4.58 -1.16 3.18
H 2.87 2.30 5.97
H -2.28 8.99 2.11
H 2.02 4.69 -2.38
H 0.70 -3.40 2.52
H -1.07 -4.33 3.66
H -0.89 4.73 -5.31
H 1.67 -4.69 -6.66
H -2.56 -0.25 6.36
H -0.90 -4.90 1.97
H 4.78 2.03 9.52
H 3.27 -7.46 -3.20
H -4.88 5.52 -3.37
H 0.72 5.24 -5.64
H -4.83 3.83 -3.94
H -4.77 3.76 -1.53
H -5.92 -1.61 4.20
H 2.69 1.98 8.44
H -2.17 6.54 2.66
H -4.47 8.67 0.98
H -1.90 6.24 0.90
H -2.23 8.62 0.37
H -0.45 0.55 1.97
H 0.23 -2.55 -6.91
H -0.99 -3.59 -7.68
H -3.62 -3.73 -1.43
H 6.11 -4.21 -0.71
H 0.44 3.56 -5.28
H 7.01 -3.42 1.50
H 5.35 -1.76 -6.30
H 4.64 -3.18 -0.55
H 6.19 -2.40 -0.64
H -3.31 1.55 5.29
H 0.61 -5.37 -7.89
H -1.19 -3.32 -5.37
H -2.92 0.51 8.74
H -6.25 3.09 -2.10
H 0.45 -6.66 -3.52
H 5.47 -2.64 1.84
H -1.28 -6.70 3.65
H -4.04 1.29 7.59
H 4.52 2.38 0.23
H 4.62 2.44 6.15
H 4.35 1.92 -4.69
H -0.19 1.44 -0.04
H 3.55 -7.55 -1.40
H -5.92 -2.05 2.48
H 0.49 5.99 -3.41
H 0.01 -1.30 -1.13
H -4.58 -1.51 -3.92
H 3.88 3.31 8.17
H 0.28 -6.34 4.35
H 5.07 1.96 1.81
H 5.98 4.33 1.05
H 2.94 -8.92 -2.34
H 1.55 -4.01 -8.29
H 3.43 2.52 1.53
H -5.91 5.63 -0.89
H -6.10 -3.12 -3.09
H 1.58 -6.27 -1.80
H -6.15 0.44 1.92
H 3.97 0.43 -6.60
H 0.26 0.26 -1.90
H 3.92 5.84 1.07
H -7.49 -0.28 2.81
H -6.79 1.72 3.75
H -4.19 -4.78 -2.76
H -2.68 2.22 8.17
H 0.19 -6.87 2.64
*
```

Properties
HOMO-LUMO gap in hartree: 0.361
E_LUMO in eV: -0.06

=====

Stability ranking, top entry: two; the second entry is 0.0941 hartree less favorable.

=====

--- one ---
This record from the OMol25 dataset describes a cluster of 2 separate species, C2H5BrS in total. The level of theory is wB97M-V/def2-TZVPD.

```
! RIJCOSX wB97M-V def2-TZVPD def2/J DEFGRID3
* xyz 0 1
Br 2.61 2.52 -0.04
S 0.88 2.01 1.11
C 0.34 -0.60 -0.12
C -1.12 -0.61 -0.15
H 0.88 -1.05 0.70
H -1.51 0.19 -0.77
H 0.91 -0.33 -0.99
H -1.45 -1.56 -0.60
H -1.54 -0.56 0.85
*
```

Properties
HOMO-LUMO gap (spin up / spin down) in hartree: 0.236 / 0.236
E_LUMO (spin up / spin down) in eV: -1.70 / -1.69

=====

--- two ---
This record from the OMol25 dataset describes an isolated molecule of C2H5BrS. The level of theory is wB97M-V/def2-TZVPD.

```
! RIJCOSX wB97M-V def2-TZVPD def2/J DEFGRID3
* xyz 0 1
Br -1.37 -0.30 -2.43
S 0.65 -0.18 -0.81
C 0.99 -1.29 0.40
C -0.40 1.04 0.09
H -0.22 2.18 -0.12
H 0.47 -1.13 1.42
H -1.48 0.88 -0.07
H 1.55 -2.11 0.22
H -0.19 0.91 1.29
*
```

Properties
HOMO-LUMO gap (spin up / spin down) in hartree: 0.278 / 0.278
E_LUMO (spin up / spin down) in eV: -1.04 / -1.04

=====

Stability ranking, top entry: two; the second entry is 0.0175 hartree less favorable.